(1)
DFT (wB97M-V/def2-TZVPD) results for a molecular structure, C6H8GaO6 at a distorted geometry.

Calculated values
- frontier orbital gap (hartree) = 0.283
- HOMO energy (eV) = -14.74
- E_tot (hartree) = -2609.3549
- charge = +1

Each line ends with the natural charge from an NBO analysis.
Positions of all 21 atoms, in Å:
O (2.297, 0.955, 0.583)  -0.8974
C (0.037, -1.761, 0.630)  0.6988
C (2.739, 0.057, -0.362)  -0.0889
O (-0.381, -2.663, 1.309)  -0.4607
O (1.172, -1.834, -0.024)  -0.4578
C (1.656, -0.833, -0.958)  -0.1121
H (3.527, -0.607, 0.048)  0.2280
H (3.194, 0.560, -1.242)  0.1917
H (2.057, -1.414, -1.796)  0.2466
H (0.813, -0.236, -1.337)  0.1700
H (-2.327, 2.721, -1.509)  0.2151
O (-0.512, 0.410, 1.461)  -0.7137
O (-0.438, 2.344, -0.759)  -0.9271
C (-1.601, 1.899, -1.338)  -0.0802
C (-2.371, 0.874, -0.517)  -0.1246
O (-1.593, -0.352, -0.359)  -0.4098
C (-0.716, -0.425, 0.587)  0.7682
H (-1.398, 1.445, -2.330)  0.2016
H (-3.275, 0.549, -1.043)  0.2480
H (-2.628, 1.254, 0.479)  0.2161
Ga (0.649, 1.804, 0.598)  2.0884

=====

(2)
DFT (wB97M-V/def2-TZVPD) results for 2 unconnected molecules or ions with the total composition C5H8N2O2S at a distorted geometry.

Calculated values
- frontier orbital gap (spin up / spin down) (hartree) = 0.233 / 0.236
- HOMO energy (spin up / spin down) (eV) = -5.70 / -5.80
- E_tot (hartree) = -853.4205
- charge = 0
- relative energy (zero: lowest compared OMol25 entry of this formula, charge and spin) (kcal/mol) = 77.1

Each line ends with the natural charge from an NBO analysis.
Positions of all 18 atoms, in Å:
C (0.873, 0.788, -0.129)  0.1821
C (2.819, -1.593, 0.746)  1.0269
C (0.883, 0.995, 1.392)  -0.5752
C (-0.516, -0.953, 0.500)  -0.0976
C (-1.149, -2.329, 0.252)  -0.6258
N (0.084, -0.216, -0.509)  -0.4956
N (1.408, 1.779, -0.941)  -0.8368
O (2.257, -2.243, 0.009)  -0.5251
O (3.448, -0.955, 1.435)  -0.5181
S (-0.099, -0.379, 2.055)  0.2569
H (1.878, 0.818, 1.763)  0.2160
H (0.626, 2.009, 1.584)  0.2025
H (-1.346, -2.192, -0.797)  0.2112
H (-1.930, -2.501, 0.874)  0.2200
H (-0.305, -3.041, 0.440)  0.2092
H (0.166, -0.812, -1.374)  0.4266
H (2.188, 2.104, -0.335)  0.3674
H (0.858, 2.616, -1.237)  0.3555

=====

(3)
DFT (wB97M-V/def2-TZVPD) results for 2 unconnected molecules or ions with the total composition C3H4O2S2 at a distorted geometry.

Calculated values
- frontier orbital gap (hartree) = 0.360
- HOMO energy (eV) = -9.32
- E_tot (hartree) = -1063.5139
- charge = 0
- relative energy (zero: lowest compared OMol25 entry of this formula, charge and spin) (kcal/mol) = 31.5
- SMILES = O=C(S)S.C=C=O

Each line ends with the natural charge from an NBO analysis.
Positions of all 11 atoms, in Å:
O (1.631, -0.519, 0.356)  -0.5370
C (1.944, 0.527, -0.105)  0.2353
S (2.232, 1.954, 0.889)  -0.0083
S (2.126, 0.968, -1.784)  0.0156
H (1.551, 2.764, 0.071)  0.1436
H (1.687, -0.192, -2.323)  0.1522
C (-1.886, -1.226, 0.690)  -0.7746
C (-1.259, -1.038, -0.422)  0.7232
O (-0.845, -0.632, -1.434)  -0.4781
H (-2.933, -0.725, 0.771)  0.2741
H (-1.552, -1.882, 1.405)  0.2540